(1)
The following is a quantum chemistry calculation of a molecular structure, CH3F2PS in a non-equilibrium geometry, from the Open Molecules 2025 dataset.

The geometry in XYZ format:
```
8
Properties=species:S:1:pos:R:3:forces:R:3
C 0.514 -0.148 0.521 1.2 1.7 -1.2
F -1.929 0.547 0.233 0.5 -0.1 -1.0
F 1.915 0.310 0.460 -2.1 -1.0 -0.2
P -0.561 0.627 -0.595 -1.3 -1.7 1.7
S 0.249 -1.848 0.423 1.0 -1.3 0.1
H -0.231 1.855 -0.527 1.2 3.7 0.0
H -1.104 0.658 -1.908 -0.3 -0.7 0.0
H 1.146 -2.001 1.392 -0.1 -0.7 0.6
```
Forces are in eV/Å.

Its spin multiplicity is 1. The energy relative to the best compared isomer or geometry (same formula, charge and spin) is 106.51 kcal/mol.

---

(2)
The following is a quantum chemistry calculation of a single CH3F2PS molecule in a non-equilibrium geometry, from the Open Molecules 2025 dataset.

The geometry in XYZ format:
```
8
Properties=species:S:1:pos:R:3:forces:R:3
F 1.170 0.291 -0.389 -1.4 -0.1 1.0
C -0.012 -0.292 0.338 4.2 1.0 -1.2
F 0.555 -1.474 0.659 -1.0 -0.9 -0.2
P -1.322 -0.249 -0.959 0.3 0.9 -1.5
S -0.226 0.647 1.808 -0.7 0.8 0.6
H -0.787 1.039 -1.559 -0.9 -1.3 1.1
H -0.453 -0.904 -1.901 -0.5 -0.1 0.5
H 1.076 0.941 2.004 -0.2 -0.3 -0.2
```
Forces are in eV/Å.

Its spin multiplicity is 1. The energy relative to the best compared isomer or geometry (same formula, charge and spin) is 71.70 kcal/mol.

---

(3)
The following is a quantum chemistry calculation of a single CH3F2PS molecule in a non-equilibrium geometry, from the Open Molecules 2025 dataset.

The geometry in XYZ format:
```
8
Properties=species:S:1:pos:R:3:forces:R:3
F -0.405 1.326 -0.847 0.4 -2.3 2.9
C -0.364 0.319 0.339 0.9 1.6 -1.8
F -0.495 1.050 1.475 -0.9 -0.1 -0.8
P 1.325 -0.619 0.647 -0.5 1.0 -2.0
S -1.800 -0.814 0.027 0.5 0.4 1.4
H 1.264 -0.922 -0.761 0.4 -0.3 0.6
H 2.334 0.447 0.408 -1.2 -0.6 0.3
H -1.861 -0.786 -1.290 0.4 0.4 -0.5
```
Forces are in eV/Å.

Its spin multiplicity is 1. The energy relative to the best compared isomer or geometry (same formula, charge and spin) is 76.75 kcal/mol.

---

(4)
The following is a quantum chemistry calculation of a single CH3F3N2O molecule in a non-equilibrium geometry, from the Open Molecules 2025 dataset.

The geometry in XYZ format:
```
10
Properties=species:S:1:pos:R:3:forces:R:3
C 1.717 -0.072 0.198 2.2 -0.7 -2.3
O 0.330 -0.361 0.415 0.0 -0.7 0.3
N -0.501 0.401 -0.293 -2.3 0.4 0.1
F -1.125 1.279 0.690 0.7 -0.4 -0.6
N -1.850 -0.568 -0.658 2.5 -0.7 0.4
F -2.495 -0.858 0.516 0.3 0.5 -0.1
F -2.682 0.267 -1.288 0.0 0.7 0.2
H 2.086 0.851 0.579 -0.7 1.3 0.1
H 2.124 -0.194 -0.891 -1.5 0.4 1.6
H 2.395 -0.745 0.731 -1.1 -0.7 0.3
```
Forces are in eV/Å.

Its spin multiplicity is 1. The energy relative to the best compared isomer or geometry (same formula, charge and spin) is 135.94 kcal/mol.

---

(5)
The following is a quantum chemistry calculation of a molecular structure, CH3F5N3OP3 in a non-equilibrium geometry, from the Open Molecules 2025 dataset.

The geometry in XYZ format:
```
16
Properties=species:S:1:pos:R:3:forces:R:3
C 0.420 -0.195 0.039 -0.1 0.2 -0.1
N -4.454 -1.052 0.017 0.5 0.2 0.3
N -1.768 -0.711 0.545 -1.0 0.8 -0.6
N -3.972 1.684 -0.115 -0.2 -0.1 -0.3
O -0.517 -1.232 0.162 0.1 -0.6 0.0
F -3.585 2.600 0.834 0.4 0.2 0.1
F -4.132 0.372 2.081 -0.8 0.1 -0.8
F -3.904 0.616 -2.228 1.0 0.5 0.5
F -2.971 -3.094 0.426 0.0 1.3 0.0
F -2.686 -1.976 -1.585 -0.1 0.4 0.7
P -5.075 0.203 0.749 0.7 -0.2 1.0
P -2.913 1.487 -1.318 -0.8 -0.8 0.1
P -2.960 -1.576 -0.067 0.3 -2.1 -1.0
H 0.231 0.383 -0.879 0.1 0.0 0.1
H 1.390 -0.685 -0.021 0.0 0.1 0.0
H 0.382 0.476 0.900 0.0 0.0 0.0
```
Forces are in eV/Å.

Its spin multiplicity is 1. The energy relative to the best compared isomer or geometry (same formula, charge and spin) is 44.03 kcal/mol.

---

(6)
The following is a quantum chemistry calculation of 2 unconnected molecules or ions with the total composition CH3FIN in a non-equilibrium geometry, from the Open Molecules 2025 dataset.

The geometry in XYZ format:
```
7
Properties=species:S:1:pos:R:3:forces:R:3
C -2.136 0.613 0.490 0.0 1.3 -2.1
N 1.578 -0.233 -0.218 3.0 1.3 -0.2
F -2.233 1.115 -0.783 0.1 -0.8 2.1
I -2.551 -1.405 0.351 -0.1 -0.5 0.0
H 1.986 0.743 -0.434 -1.1 -1.9 0.4
H 2.494 -0.754 0.090 -2.9 1.1 -0.1
H 0.862 -0.079 0.505 1.0 -0.4 0.0
```
Forces are in eV/Å.

Its spin multiplicity is 1. The energy relative to the best compared isomer or geometry (same formula, charge and spin) is 69.18 kcal/mol.

---

(7)
The following is a quantum chemistry calculation of a single CH3FN2O molecule in a non-equilibrium geometry, from the Open Molecules 2025 dataset.

The geometry in XYZ format:
```
8
Properties=species:S:1:pos:R:3:forces:R:3
N 0.777 0.531 -0.309 -3.0 2.7 -1.9
C -0.223 -0.211 0.191 0.1 -1.8 0.0
O 0.007 -1.461 0.718 0.1 2.5 1.9
N -1.463 0.034 0.254 -0.9 1.9 0.2
F -1.562 1.467 -0.017 -0.2 -0.6 -0.3
H 0.566 1.436 -0.836 0.2 -2.1 1.4
H 1.686 0.340 -0.133 3.0 -0.9 0.7
H 0.211 -2.136 0.131 0.7 -1.6 -2.2
```
Forces are in eV/Å.

Its spin multiplicity is 1. The energy relative to the best compared isomer or geometry (same formula, charge and spin) is 40.93 kcal/mol.

---

(8)
The following is a quantum chemistry calculation of a single CH3FN2O molecule in a non-equilibrium geometry, from the Open Molecules 2025 dataset.

The geometry in XYZ format:
```
8
Properties=species:S:1:pos:R:3:forces:R:3
N 1.656 -0.119 0.239 -2.9 -1.5 -2.0
N 0.111 0.169 0.134 -2.5 0.8 0.1
C -1.382 -0.072 -0.126 2.3 -2.3 0.4
O -2.024 -0.978 -0.545 1.6 -0.4 -0.6
F -2.118 0.903 0.403 1.4 1.5 0.4
H 1.716 -1.142 0.106 -0.1 0.3 0.6
H 1.966 0.162 -0.704 0.0 0.3 0.4
H 0.075 1.077 0.492 0.2 1.4 0.8
```
Forces are in eV/Å.

Its spin multiplicity is 1. The energy relative to the best compared isomer or geometry (same formula, charge and spin) is 45.63 kcal/mol.

---

(9)
The following is a quantum chemistry calculation of a molecular structure, CH3FN2OS in a non-equilibrium geometry, from the Open Molecules 2025 dataset.

The geometry in XYZ format:
```
9
Properties=species:S:1:pos:R:3:forces:R:3
C 0.208 -1.141 -0.181 -2.0 0.4 0.8
N -0.073 -0.623 0.971 2.1 -0.1 -0.2
N -0.337 1.477 0.353 1.1 0.3 0.5
O 1.009 -0.666 -1.009 -0.1 -1.1 -0.2
F -0.727 -2.082 -0.621 0.8 0.0 -0.5
S 0.450 1.419 -0.974 0.7 0.0 0.8
H -0.821 -1.054 1.456 -1.0 -0.5 0.2
H -1.321 1.474 0.290 -1.6 0.2 -0.6
H 1.613 1.196 -0.285 0.0 0.9 -0.8
```
Forces are in eV/Å.

Its spin multiplicity is 1. The energy relative to the best compared isomer or geometry (same formula, charge and spin) is 53.58 kcal/mol.

---

(10)
The following is a quantum chemistry calculation of 2 unconnected molecules or ions with the total composition CH3FNO2S in a non-equilibrium geometry, from the Open Molecules 2025 dataset.

The geometry in XYZ format:
```
9
Properties=species:S:1:pos:R:3:forces:R:3
C -0.535 0.436 -0.283 2.1 1.0 0.1
N 1.507 -1.140 -0.065 0.1 -1.0 -0.3
O 1.090 -2.393 2.254 0.7 0.4 -1.4
O 2.737 -0.581 2.030 -0.1 -0.4 -0.5
F -1.281 0.483 -1.396 -0.2 0.0 -0.1
S 2.065 -1.699 1.323 -0.6 0.2 1.7
H -0.921 0.048 0.607 -1.1 -0.7 0.8
H 0.450 0.930 -0.238 -1.0 -0.1 -0.7
H 1.217 -1.970 -0.616 0.0 0.5 0.5
```
Forces are in eV/Å.

Its spin multiplicity is 1. The total charge is -1. The energy relative to the best compared isomer or geometry (same formula, charge and spin) is 88.45 kcal/mol.

---

(11)
The following is a quantum chemistry calculation of a single CH3FNOPS molecule in a non-equilibrium geometry, from the Open Molecules 2025 dataset.

The geometry in XYZ format:
```
9
Properties=species:S:1:pos:R:3:forces:R:3
H -2.221 1.267 0.129 1.0 0.2 0.0
N -1.246 1.618 0.192 0.5 1.0 -0.1
C -0.402 0.703 0.048 -1.6 -3.5 0.6
P -1.136 -1.048 -0.155 1.1 0.3 1.4
O 0.927 0.822 0.229 3.3 1.0 0.4
S 2.510 -0.049 0.014 -3.1 0.2 1.1
F 2.733 -0.978 1.367 -0.6 1.0 -1.3
H -1.281 -0.667 -1.431 -0.5 -0.1 -2.0
H 0.115 -1.668 -0.394 -0.1 -0.2 -0.1
```
Forces are in eV/Å.

Its spin multiplicity is 1. The energy relative to the best compared isomer or geometry (same formula, charge and spin) is 56.71 kcal/mol.

---

(12)
The following is a quantum chemistry calculation of a single CH3FNOPS molecule in a non-equilibrium geometry, from the Open Molecules 2025 dataset.

The geometry in XYZ format:
```
9
Properties=species:S:1:pos:R:3:forces:R:3
H -0.186 -1.195 1.698 -0.2 1.5 -0.8
N -0.682 -0.548 1.037 0.7 -0.3 -0.6
C -0.004 0.185 0.256 -0.2 -1.5 1.7
P 1.789 0.653 0.209 0.7 -0.2 0.4
O -0.584 0.848 -0.832 -0.9 0.2 1.0
S -2.254 0.880 -0.842 0.9 0.1 -0.4
F -2.474 -0.396 -1.786 -0.2 -0.2 0.0
H 2.530 -0.242 1.163 -1.4 0.5 -0.9
H 1.866 -0.186 -0.903 0.6 -0.2 -0.4
```
Forces are in eV/Å.

Its spin multiplicity is 1. The energy relative to the best compared isomer or geometry (same formula, charge and spin) is 32.31 kcal/mol.

---

(13)
The following is a quantum chemistry calculation of 2 unconnected molecules or ions with the total composition CH3FO2 in a non-equilibrium geometry, from the Open Molecules 2025 dataset.

The geometry in XYZ format:
```
7
Properties=species:S:1:pos:R:3:forces:R:3
C 0.160 -0.023 -0.449 -3.3 0.8 0.4
O 0.515 -1.130 0.066 0.6 -0.4 2.6
O 0.277 1.164 0.079 0.5 0.1 -1.2
F -1.903 -0.175 -0.282 2.6 0.1 -0.1
H 0.146 -0.120 -1.480 -0.2 0.7 -1.9
H 0.483 -0.985 1.040 0.1 -0.9 -0.4
H 0.322 1.270 1.026 -0.2 -0.5 0.6
```
Forces are in eV/Å.

Its spin multiplicity is 1. The energy relative to the best compared isomer or geometry (same formula, charge and spin) is 50.49 kcal/mol.

---

(14)
The following is a quantum chemistry calculation of a single CH3FO3 molecule in a non-equilibrium geometry, from the Open Molecules 2025 dataset.

The geometry in XYZ format:
```
8
Properties=species:S:1:pos:R:3:forces:R:3
O -0.316 0.916 -0.915 0.8 0.2 -0.7
C 0.200 0.029 0.015 0.0 -0.6 -1.6
O -0.248 -1.192 -0.422 -0.1 -1.2 1.8
O -0.171 0.308 1.275 -1.0 -2.8 0.0
F 1.608 0.011 0.055 -0.8 0.3 -0.8
H -0.465 0.443 -1.786 0.4 0.6 1.7
H -0.508 -1.721 0.372 0.4 0.5 -1.0
H -0.099 1.208 1.406 0.2 3.1 0.6
```
Forces are in eV/Å.

Its spin multiplicity is 1. The energy relative to the best compared isomer or geometry (same formula, charge and spin) is 14.23 kcal/mol.

---

(15)
The following is a quantum chemistry calculation of a molecular structure, CH3FOS in a non-equilibrium geometry, from the Open Molecules 2025 dataset.

The geometry in XYZ format:
```
7
Properties=species:S:1:pos:R:3:forces:R:3
C 0.093 -0.238 0.925 -0.7 -1.9 -2.1
O -0.287 -0.517 -0.839 0.0 -0.3 5.0
F 0.444 -1.468 1.272 0.6 -1.0 0.0
S 0.362 0.501 -1.821 -0.6 2.9 -1.9
H 0.985 0.385 1.113 -0.9 0.5 -0.9
H -0.870 -0.137 1.432 0.0 1.2 -0.7
H -0.725 1.474 -2.083 1.6 -1.5 0.5
```
Forces are in eV/Å.

Its spin multiplicity is 1. The energy relative to the best compared isomer or geometry (same formula, charge and spin) is 61.00 kcal/mol.

---

(16)
The following is a quantum chemistry calculation of a molecular structure, CH3FOS in a non-equilibrium geometry, from the Open Molecules 2025 dataset.

The geometry in XYZ format:
```
7
Properties=species:S:1:pos:R:3:forces:R:3
C -1.016 0.248 0.343 2.2 -3.3 -2.1
O 0.543 -0.700 -0.153 -4.0 0.8 0.8
F -1.949 -0.498 -0.199 -0.6 -0.7 -0.6
S 1.958 -0.017 0.062 1.3 0.6 -0.1
H -1.042 -0.004 1.365 0.7 0.9 1.4
H -0.981 1.134 -0.225 0.8 1.5 0.3
H 2.487 -0.162 -1.194 -0.4 0.3 0.3
```
Forces are in eV/Å.

Its spin multiplicity is 1. The energy relative to the best compared isomer or geometry (same formula, charge and spin) is 64.07 kcal/mol.

---

(17)
The following is a quantum chemistry calculation of 2 unconnected molecules or ions with the total composition CH3FOS in a non-equilibrium geometry, from the Open Molecules 2025 dataset.

The geometry in XYZ format:
```
7
Properties=species:S:1:pos:R:3:forces:R:3
C 0.946 -0.653 1.049 -1.2 1.3 1.8
O 0.024 1.138 0.141 3.1 -1.2 -0.6
F 0.101 -1.662 1.254 -0.1 0.6 0.2
S -1.366 1.337 0.614 -2.9 0.8 1.3
H 1.522 -0.821 0.200 1.2 0.1 -1.0
H 1.114 0.057 1.915 0.0 -1.4 -1.3
H -2.140 1.043 -0.449 -0.1 -0.3 -0.3
```
Forces are in eV/Å.

Its spin multiplicity is 1. The energy relative to the best compared isomer or geometry (same formula, charge and spin) is 83.67 kcal/mol.

---

(18)
The following is a quantum chemistry calculation of 2 unconnected molecules or ions with the total composition CH3FOS in a non-equilibrium geometry, from the Open Molecules 2025 dataset.

The geometry in XYZ format:
```
7
Properties=species:S:1:pos:R:3:forces:R:3
C 0.956 -0.400 -0.116 -0.5 -0.4 -1.4
O 0.349 -0.228 -1.148 0.4 0.1 0.2
H 0.438 -0.152 0.797 0.2 0.2 1.0
H 1.953 -0.878 -0.127 -0.1 0.2 0.3
F -2.629 1.286 1.215 0.0 0.6 -0.4
S -2.091 2.285 0.004 0.3 -1.2 0.6
H -1.125 1.380 -0.336 -0.3 0.6 -0.3
```
Forces are in eV/Å.

Its spin multiplicity is 1. The energy relative to the best compared isomer or geometry (same formula, charge and spin) is 37.91 kcal/mol.

---

(19)
The following is a quantum chemistry calculation of 2 unconnected molecules or ions with the total composition CH3I2N2 in a non-equilibrium geometry, from the Open Molecules 2025 dataset.

The geometry in XYZ format:
```
8
Properties=species:S:1:pos:R:3:forces:R:3
C -0.414 2.348 0.234 0.7 -2.9 -3.8
N -0.098 1.445 -0.467 -1.1 0.8 0.3
N -0.640 3.384 0.908 0.0 -0.2 3.1
I -3.167 -0.504 -0.058 0.0 -0.1 0.1
I -5.729 0.140 0.108 0.0 0.1 0.0
H -0.452 0.700 -1.153 0.6 1.5 1.7
H -0.633 3.164 1.938 -0.2 1.0 -1.1
H -0.827 4.320 0.566 0.1 -0.1 -0.2
```
Forces are in eV/Å.

Its spin multiplicity is 1. The total charge is +1. The energy relative to the best compared isomer or geometry (same formula, charge and spin) is 11.30 kcal/mol.

---

(20)
The following is a quantum chemistry calculation of a single CH3I2O2P molecule in a non-equilibrium geometry, from the Open Molecules 2025 dataset.

The geometry in XYZ format:
```
9
Properties=species:S:1:pos:R:3:forces:R:3
C -0.112 -0.331 -0.020 -0.3 -0.6 2.6
O 0.944 -1.612 -2.178 0.2 0.4 -0.1
O -0.902 -2.819 -0.789 -0.6 0.0 0.3
P -0.103 -1.663 -1.168 0.9 -1.0 -0.2
I -2.166 -0.649 -3.032 -0.4 0.0 -0.1
I -0.882 1.148 -4.460 0.1 0.1 -0.1
H 0.408 -0.582 0.951 0.3 -0.2 -1.3
H 0.275 0.568 -0.396 0.5 1.1 -0.6
H -1.078 -0.195 0.443 -0.7 0.2 -0.6
```
Forces are in eV/Å.

Its spin multiplicity is 1. The energy relative to the best compared isomer or geometry (same formula, charge and spin) is 11.33 kcal/mol.